A structure of composition C31H42GeN6O2Sr, computed with ωB97M-V/def2-TZVPD.

Values from the calculation:
Energy above the lowest of the compared OMol25 structures with the same formula, charge and spin (kJ/mol): 0.0
Gap between HOMO and LUMO (eV): 7.5
LUMO energy (eV): 0.2398
HOMO level (eV): -7.219

Geometry as XYZ:
```
83
Properties=species:S:1:pos:R:3:forces:R:3:lowdin_charge:R:1
Sr -1.5225 0.1848 -0.8814 -0.1 -0.2 -0.1 1.48
N -2.0303 -0.8416 2.7419 0.1 0.0 0.0 0.06
C -2.0861 -1.9746 1.8177 0.2 0.0 0.1 -0.34
C -2.5332 -3.2830 2.4724 -0.2 0.1 0.0 -0.15
C -2.5048 -4.5338 1.6001 0.0 0.0 0.0 -0.18
C -1.1066 -5.0434 1.2278 0.0 -0.1 0.0 -0.19
N -0.3770 -4.2689 0.2521 0.0 0.0 -0.1 0.06
C -0.6246 -4.2247 -1.0917 0.0 0.0 0.1 -0.57
N -1.5545 -5.1462 -1.5604 0.0 0.0 0.0 0.14
N 0.0331 -3.4049 -1.8259 0.1 -0.1 0.0 0.10
C -2.9315 -1.5607 0.6021 0.0 0.1 0.0 -0.76
O -3.6914 -0.5687 0.7190 0.2 0.1 -0.1 -0.07
O -2.6369 -2.1018 -0.5006 0.0 0.2 0.0 -0.13
H -1.6369 -1.1258 3.6315 0.0 0.0 0.0 0.08
H -2.9679 -0.4856 2.8915 0.0 0.0 0.0 0.08
H -1.0760 -2.1286 1.4238 0.0 0.0 0.0 0.12
H -3.5505 -3.1314 2.8502 0.0 0.0 0.0 0.12
H -1.8961 -3.4491 3.3497 0.0 0.0 0.0 0.11
H -3.0989 -4.3658 0.6981 0.0 0.0 0.0 0.10
H -2.9972 -5.3351 2.1599 0.0 0.0 0.0 0.11
H -1.1886 -6.0825 0.8889 0.0 0.0 0.0 0.11
H -0.4894 -5.0765 2.1291 0.0 0.0 0.0 0.12
H 0.4175 -3.7222 0.5429 0.0 0.0 0.0 0.09
H -2.2211 -5.4887 -0.8891 0.0 0.0 0.0 0.06
H -2.0020 -4.8521 -2.4129 0.0 0.0 0.0 0.09
H 0.4606 -1.1422 -1.5722 0.0 0.0 0.1 -0.12
H -0.1953 -3.5407 -2.8059 0.0 0.0 0.0 0.04
C -2.5546 3.3463 -0.2124 0.0 0.0 0.0 -0.15
C -2.9666 4.8103 -0.5116 0.0 0.0 0.0 -0.14
N -3.0314 5.0298 -1.9547 0.0 0.0 0.0 -0.16
C -4.0092 4.1113 -2.5325 0.0 0.0 0.0 -0.15
C -3.5905 2.6423 -2.2611 0.0 0.0 0.0 -0.15
N -2.3372 2.6192 -1.4815 0.0 0.0 0.0 -0.29
C -1.2754 3.3105 -2.2449 0.0 0.0 0.0 -0.15
C -1.7168 4.7669 -2.5399 0.0 0.0 0.0 -0.14
H -3.3238 2.8152 0.3544 0.0 0.0 0.0 0.13
H -1.6274 3.3076 0.3604 0.0 0.0 0.0 0.09
H -2.2446 5.5108 -0.0889 0.0 0.0 0.0 0.12
H -3.9428 5.0415 -0.0830 0.0 0.0 0.0 0.12
H -4.0770 4.3081 -3.6034 0.0 0.0 0.0 0.12
H -4.9845 4.3278 -2.0942 0.0 0.0 0.0 0.12
H -3.4188 2.1018 -3.1952 0.0 0.0 0.0 0.12
H -4.3523 2.1013 -1.6956 0.0 0.0 0.0 0.12
H -1.0886 2.7461 -3.1601 0.0 0.0 0.0 0.12
H -0.3577 3.2712 -1.6539 0.0 0.0 0.0 0.11
H -1.7786 4.9488 -3.6139 0.0 0.0 0.0 0.12
H -1.0063 5.4829 -2.1245 0.0 0.0 0.0 0.12
C 0.8280 -0.1176 -1.8145 0.0 -0.6 0.3 -0.46
Ge 2.0710 0.1760 -0.3570 0.0 -0.2 0.0 0.88
C 1.4709 1.6661 0.7977 -0.1 0.0 -0.1 -0.26
C 2.1296 2.8949 0.8429 0.0 0.0 0.0 -0.10
C 1.6358 3.9494 1.6011 0.0 0.0 0.0 -0.08
C 0.4711 3.7963 2.3435 0.0 0.0 0.0 -0.10
C -0.2000 2.5825 2.3172 0.0 0.0 0.0 -0.11
C 0.2920 1.5393 1.5406 0.0 0.0 0.0 -0.18
C 2.2518 -1.3885 0.8537 0.0 0.0 0.0 -0.26
C 1.6984 -1.4998 2.1293 0.0 0.0 0.0 -0.11
C 1.7997 -2.6785 2.8638 0.0 0.0 0.0 -0.10
C 2.4676 -3.7733 2.3361 0.0 0.0 0.0 -0.11
C 3.0338 -3.6809 1.0699 0.0 0.0 0.0 -0.09
C 2.9205 -2.5054 0.3423 -0.1 0.0 0.0 -0.11
C 3.8854 0.5333 -0.9998 0.0 0.2 0.1 -0.29
C 4.9881 0.4284 -0.1524 0.0 0.0 0.0 -0.11
C 6.2728 0.6746 -0.6170 0.0 0.0 0.0 -0.09
C 6.4734 1.0355 -1.9425 0.0 0.0 0.0 -0.10
C 5.3868 1.1485 -2.7977 0.0 0.0 0.0 -0.09
C 4.1039 0.8995 -2.3267 0.0 0.0 0.0 -0.11
H 1.4869 -0.4307 -2.6343 0.0 0.5 -0.2 -0.06
H 3.0481 3.0287 0.2813 0.0 0.0 0.0 0.10
H 2.1681 4.8926 1.6217 0.0 0.0 0.0 0.10
H 0.0968 4.6145 2.9459 0.0 0.0 0.0 0.10
H -1.1006 2.4360 2.9019 0.0 0.0 0.0 0.11
H -0.2425 0.5898 1.5994 0.0 0.0 0.0 0.05
H 1.1932 -0.6568 2.5851 0.0 0.0 0.0 0.08
H 1.3661 -2.7335 3.8559 0.0 0.0 0.0 0.10
H 2.5523 -4.6900 2.9065 0.0 0.0 0.0 0.10
H 3.5540 -4.5300 0.6446 0.0 0.0 0.0 0.10
H 3.3509 -2.4626 -0.6523 0.0 0.0 0.0 0.11
H 4.8454 0.1362 0.8828 0.0 0.0 0.0 0.10
H 7.1182 0.5822 0.0535 0.0 0.0 0.0 0.10
H 7.4750 1.2246 -2.3079 0.0 0.0 0.0 0.10
H 5.5383 1.4272 -3.8333 0.0 0.0 0.0 0.10
H 3.2614 0.9856 -3.0036 0.0 0.0 0.0 0.09
```
Positions in Å, forces in eV/Å.


A structure of composition C31H42MnN5OSSb, computed with ωB97M-V/def2-TZVPD.

Values from the calculation:
⟨S²⟩: 8.756
Energy above the lowest of the compared OMol25 structures with the same formula, charge and spin (kJ/mol): 0.0
Gap between HOMO and LUMO (spin up / spin down) (eV): 7.5 / 7.6
LUMO energy (spin up / spin down) (eV): -5.9541 / -6.0328
Charge: +2
HOMO level (spin up / spin down) (eV): -13.410 / -13.611
Spin multiplicity: 6

Geometry as XYZ:
```
82
Properties=species:S:1:pos:R:3:forces:R:3:mulliken_spin:R:1
Mn -0.7406 -0.1544 0.2429 -0.2 0.2 -0.1 4.73
N -0.6541 0.2329 4.7391 0.0 0.0 0.0 0.01
C -1.0254 0.0317 3.4823 0.0 0.0 0.0 0.04
N -0.2176 0.0311 2.4560 -0.1 0.0 -0.1 -0.02
C 1.1390 0.2719 2.6638 0.1 0.0 0.2 0.04
N 1.9893 0.3352 1.6863 0.0 0.0 0.0 0.00
N 1.3908 0.1381 0.4668 0.2 0.0 -0.1 -0.04
C 2.1232 0.2225 -0.5743 -0.2 -0.1 0.0 0.02
C 1.4834 -0.0163 -1.8792 0.1 0.0 0.0 0.05
C 2.2201 0.0414 -3.0529 -0.2 0.0 0.0 0.01
C 1.5705 -0.2118 -4.2556 0.0 0.0 0.1 0.00
C 0.2190 -0.5100 -4.2380 0.0 0.0 0.0 0.00
C -0.4432 -0.5381 -3.0185 -0.1 0.0 0.0 0.04
N 0.1652 -0.2984 -1.8617 0.2 0.0 0.1 -0.05
C 1.6151 0.4676 4.0325 0.0 0.0 -0.1 0.01
C 2.9643 0.6790 4.3362 0.0 0.0 0.0 0.00
C 3.3533 0.8672 5.6437 0.0 0.0 0.0 0.00
C 2.4071 0.8496 6.6725 0.0 0.0 0.0 0.00
C 1.0721 0.6420 6.3965 0.0 0.0 -0.1 0.00
C 0.6894 0.4514 5.0725 -0.1 0.0 0.1 0.00
H -1.3514 0.2206 5.4690 0.0 0.0 0.0 0.00
H -2.0825 -0.1398 3.3096 0.0 0.0 0.0 0.00
H 3.1835 0.4507 -0.5260 0.0 0.0 0.1 0.01
H 3.2741 0.2798 -3.0277 0.0 0.0 0.0 0.00
H 2.1173 -0.1722 -5.1877 0.0 0.0 0.0 0.00
H -0.3257 -0.7125 -5.1488 0.0 0.0 0.0 0.00
H -1.5053 -0.7535 -2.9689 0.0 0.0 0.0 0.00
H 3.6837 0.6958 3.5307 0.0 0.0 0.0 0.00
H 4.3948 1.0320 5.8809 0.0 0.0 0.0 0.00
H 2.7226 0.9998 7.6958 0.0 0.0 0.0 0.00
H 0.3337 0.6261 7.1876 0.0 0.0 0.0 0.00
C 3.8326 -4.1509 0.1513 0.0 0.0 0.0 0.00
C 2.3597 -3.8987 0.0220 0.0 0.0 0.0 0.00
C 1.6072 -3.4646 1.1139 0.0 0.0 0.0 0.00
C 0.2493 -3.2262 0.9938 -0.1 0.0 0.1 0.03
C -0.3660 -3.4113 -0.2399 0.0 0.0 -0.1 0.03
C 0.3594 -3.8511 -1.3403 0.0 0.1 0.0 0.00
C 1.7155 -4.0959 -1.2004 0.0 0.0 0.0 0.00
S -2.0648 -2.9873 -0.4912 0.0 -0.1 0.1 0.00
C -2.8805 -4.0808 0.6613 0.0 0.1 0.0 0.00
O -2.2326 -1.5950 0.1475 0.2 0.1 0.0 0.06
H 4.1607 -4.0872 1.1866 0.0 0.0 0.0 0.00
H 4.3999 -3.4227 -0.4313 0.0 0.0 0.0 0.00
H 4.0896 -5.1394 -0.2287 0.0 0.0 0.0 0.00
H 2.0943 -3.3208 2.0704 0.0 0.0 0.0 0.00
H -0.3274 -2.9041 1.8559 0.0 0.0 -0.1 -0.02
H -0.1288 -3.9914 -2.2967 0.0 0.0 0.0 0.00
H 2.2848 -4.4463 -2.0524 0.0 0.0 0.0 0.00
H -2.4486 -3.9617 1.6528 0.0 0.0 0.0 0.00
H -2.7573 -5.1033 0.3062 0.0 0.0 0.0 0.00
H -3.9344 -3.8099 0.6576 0.0 0.0 0.0 0.00
C -4.4214 1.4436 1.5546 0.0 0.0 0.0 0.00
C -4.1085 2.1926 0.2637 -0.1 0.0 0.0 -0.01
C -4.7087 1.4816 -0.9443 0.0 0.0 -0.1 0.00
Sb -1.9833 2.4070 0.0613 0.0 -0.2 0.1 0.03
C -1.5603 3.6106 1.7936 0.0 0.0 0.1 0.01
C -2.3545 4.9116 1.8157 0.0 0.0 0.0 0.00
C -0.0641 3.8432 1.9848 0.1 0.0 -0.1 -0.01
C -1.7967 3.7122 -1.6336 0.0 0.1 -0.1 0.01
C -1.7582 2.8828 -2.9161 0.0 -0.1 0.0 0.00
C -0.5712 4.6147 -1.5481 0.0 0.0 0.1 0.00
H -5.5008 1.3505 1.6894 0.0 0.0 0.0 0.00
H -4.0275 1.9484 2.4395 0.0 0.0 0.0 0.00
H -4.0160 0.4258 1.5195 0.0 0.0 0.0 0.00
H -4.5128 3.2059 0.3216 0.0 0.0 0.0 0.00
H -4.2600 0.4939 -1.0879 0.0 0.0 0.0 0.00
H -4.5834 2.0525 -1.8651 0.0 0.0 0.0 0.00
H -5.7807 1.3328 -0.8001 0.0 0.0 0.0 0.00
H -1.9117 2.9751 2.6152 0.0 0.0 0.0 0.00
H -2.0837 5.5637 0.9837 0.0 0.0 0.0 0.00
H -2.1500 5.4635 2.7355 0.0 0.0 0.0 0.00
H -3.4309 4.7425 1.7701 0.0 0.0 0.0 0.00
H 0.3428 4.5042 1.2188 0.0 0.0 0.0 0.00
H 0.5117 2.9138 1.9536 0.0 0.0 0.0 0.01
H 0.1225 4.3192 2.9498 0.0 0.0 0.0 0.00
H -2.7019 4.3248 -1.6196 0.0 0.0 0.0 0.00
H -0.8156 2.3325 -2.9828 0.0 0.0 0.0 0.00
H -1.8161 3.5356 -3.7890 0.0 0.0 0.0 0.00
H -2.5743 2.1614 -2.9889 0.0 0.0 0.0 0.00
H 0.3491 4.0318 -1.4515 0.0 0.0 0.0 0.00
H -0.6171 5.3123 -0.7128 0.0 0.0 0.0 0.00
H -0.4847 5.2051 -2.4625 0.0 0.0 0.0 0.00
```
Positions in Å, forces in eV/Å.